A single C6H6O molecule. Source: the OMol25 dataset; level of theory: ωB97M-V/def2-TZVPD.

**Lowest unoccupied orbital energy**: 0.0182 Eh
**HOMO-LUMO gap**: 9.5 eV
**E_tot**: -307.34548 Eh
**SMILES**: C#CC(=C)CC=O
**Charge**: 0
**Energy above the lowest of the compared OMol25 structures with the same formula, charge and spin**: 3.210 eV

Atoms and positions in Å:
C 2.766 0.569 0.130
C 1.629 0.268 -0.139
C 0.313 -0.129 -0.525
C 0.003 -1.420 -0.720
C -0.838 0.816 -0.284
C -1.557 0.254 0.945
O -1.771 -0.922 1.120
H 3.781 0.816 0.347
H 0.636 -2.214 -0.340
H -0.994 -1.695 -1.030
H -1.553 0.859 -1.118
H -0.528 1.850 -0.115
H -1.889 0.948 1.728